(1)
Formula: C54H47GeIrNOP2S4
Source: OMol25
Level of theory: wB97M-V/def2-TZVPD

Each line ends with the Löwdin charge.
Atoms and positions in Å:
Ir -0.596 0.853 1.891  0.658
O -1.905 -2.697 1.050  -0.487
S -1.051 -1.676 0.371  0.918
C 0.382 -2.572 -0.263  -0.273
C 0.136 -3.758 -0.911  -0.046
C 1.120 -4.457 -1.637  0.007
C 2.367 -3.905 -1.713  -0.142
C 3.612 -4.364 -2.432  -0.092
C 4.708 -3.351 -2.010  -0.096
C 4.028 -2.442 -1.014  -0.168
C 4.519 -1.470 -0.199  -0.007
C 3.633 -0.866 0.726  -0.061
C 2.285 -1.139 0.797  -0.306
P 1.360 -0.519 2.254  0.940
C 2.592 0.458 3.167  -0.378
C 2.833 1.766 2.751  -0.139
C 3.767 2.548 3.412  -0.067
C 4.455 2.035 4.504  -0.076
C 4.216 0.735 4.925  -0.071
C 3.291 -0.055 4.257  -0.070
C 1.185 -2.035 3.258  -0.344
C 0.521 -1.920 4.479  -0.126
C 0.390 -3.016 5.317  -0.066
C 0.917 -4.245 4.944  -0.079
C 1.594 -4.365 3.739  -0.072
C 1.736 -3.265 2.904  -0.065
C 1.723 -2.084 -0.135  -0.169
C 2.655 -2.760 -0.944  -0.104
C -1.931 -1.256 -1.152  -0.277
C -2.622 -2.330 -1.712  -0.079
C -3.430 -2.195 -2.833  -0.005
C -3.570 -0.936 -3.375  -0.147
C -4.375 -0.478 -4.566  -0.097
C -4.189 1.063 -4.599  -0.105
C -3.273 1.360 -3.445  -0.177
C -2.793 2.572 -2.949  -0.051
C -2.025 2.572 -1.823  -0.070
C -1.590 1.363 -1.037  -0.549
P 0.310 1.376 -0.837  1.115
C 0.954 0.715 -2.436  -0.353
C 0.256 0.788 -3.644  -0.066
C 0.799 0.271 -4.811  -0.068
C 2.065 -0.300 -4.802  -0.083
C 2.787 -0.337 -3.620  -0.074
C 2.229 0.159 -2.447  -0.106
C 0.830 3.130 -1.015  -0.348
C 1.668 3.555 -2.047  -0.075
C 2.109 4.872 -2.107  -0.080
C 1.716 5.789 -1.144  -0.088
C 0.879 5.381 -0.116  -0.072
C 0.449 4.064 -0.050  -0.138
C -2.094 0.051 -1.644  -0.135
C -2.930 0.151 -2.772  -0.113
H -0.861 -4.171 -0.852  0.100
H 0.868 -5.386 -2.134  0.119
H 3.456 -4.372 -3.512  0.120
H 3.874 -5.382 -2.143  0.119
H 5.073 -2.781 -2.867  0.110
H 5.575 -3.844 -1.569  0.118
H 5.567 -1.193 -0.195  0.119
H 4.064 -0.182 1.444  0.100
H 2.287 2.175 1.909  0.074
H 3.944 3.565 3.083  0.109
H 5.171 2.652 5.032  0.104
H 4.748 0.334 5.779  0.105
H 3.113 -1.070 4.590  0.105
H 0.122 -0.962 4.791  0.020
H -0.127 -2.908 6.262  0.109
H 0.808 -5.105 5.593  0.104
H 2.020 -5.317 3.447  0.104
H 2.282 -3.381 1.978  0.103
H -2.581 -3.291 -1.223  0.095
H -3.950 -3.056 -3.238  0.119
H -5.425 -0.757 -4.456  0.118
H -4.019 -0.954 -5.482  0.117
H -5.146 1.580 -4.484  0.117
H -3.770 1.405 -5.549  0.115
H -3.057 3.515 -3.417  0.122
H -1.707 3.519 -1.408  0.106
H -0.708 1.275 -3.687  0.090
H 0.236 0.330 -5.736  0.104
H 2.490 -0.698 -5.716  0.101
H 3.789 -0.752 -3.602  0.097
H 2.806 0.131 -1.534  0.084
H 1.982 2.862 -2.815  0.095
H 2.761 5.176 -2.916  0.103
H 2.059 6.816 -1.196  0.101
H 0.559 6.080 0.648  0.109
H -0.202 3.777 0.763  0.006
S -1.878 3.733 5.518  0.579
C -0.903 2.658 4.684  -1.844
S -0.350 2.881 3.080  0.505
S -0.554 1.398 5.727  0.581
N -2.502 -1.079 3.468  0.169
C -1.821 -0.175 3.177  -0.328
H -2.880 -1.975 3.209  0.093
C -4.645 -0.608 0.682  -0.194
Ge -3.994 1.235 0.785  0.786
C -5.101 2.259 -0.477  -0.199
C -4.370 2.031 2.532  -0.210
C -2.075 1.499 0.437  -0.483
H -5.635 -0.647 1.146  0.026
H -3.993 -1.332 1.170  -0.015
H -4.747 -0.902 -0.367  0.015
H -6.112 2.336 -0.065  0.021
H -5.163 1.770 -1.451  0.008
H -4.714 3.268 -0.625  0.022
H -5.437 1.931 2.749  0.022
H -4.129 3.096 2.497  0.026
H -3.808 1.590 3.355  -0.007
H -1.990 2.570 0.678  0.005

Energy above the lowest of the compared OMol25 structures with the same formula, charge and spin: 0.000 eV
Strongest force on any atom: 0.89 eV/A
Highest occupied orbital energy (alpha / beta): -5.7 / -7.8 eV
Spin multiplicity: 6
Electronic energy: -181568.668 eV



(2)
Formula: C31H42N8O4S2Ti
Source: OMol25
Level of theory: wB97M-V/def2-TZVPD

Each line ends with the Löwdin charge.
Atoms and positions in Å:
Ti -0.851 0.359 0.650  1.225
C 0.201 -3.156 0.722  -0.015
C 0.836 -1.790 0.835  -0.245
C 1.371 -1.176 -0.318  -0.202
C 1.003 -1.702 -1.676  -0.047
C 2.430 -0.253 -0.163  -0.172
C 3.237 0.154 -1.371  -0.009
C 2.835 0.157 1.123  -0.175
C 4.032 1.060 1.293  -0.011
C 2.177 -0.326 2.260  -0.181
C 2.623 0.120 3.628  -0.013
C 1.190 -1.324 2.123  -0.199
C 0.715 -2.105 3.324  -0.018
H -0.124 -3.393 -0.286  0.078
H -0.621 -3.316 1.416  0.065
H 0.968 -3.891 0.981  0.125
H -0.020 -2.070 -1.699  0.042
H 1.642 -2.537 -1.965  0.117
H 1.114 -0.983 -2.481  0.048
H 4.259 -0.213 -1.252  0.120
H 3.323 1.240 -1.483  0.089
H 2.873 -0.267 -2.307  0.073
H 3.811 1.912 1.936  0.065
H 4.411 1.442 0.352  0.075
H 4.850 0.517 1.773  0.115
H 1.807 0.135 4.346  0.072
H 3.058 1.115 3.612  0.074
H 3.386 -0.557 4.023  0.119
H 1.205 -3.082 3.339  0.114
H -0.357 -2.295 3.297  0.061
H 0.949 -1.622 4.267  0.077
C -4.821 -1.910 3.628  -0.070
C -3.337 -2.217 3.408  -0.215
C -2.948 -2.117 1.972  -0.538
N -2.115 -1.270 1.476  -0.050
N -1.965 -1.349 0.122  -0.101
C -2.644 -2.328 -0.438  -0.628
N -2.577 -2.658 -1.722  0.192
S -3.610 -3.160 0.740  1.228
H -5.058 -1.988 4.687  0.092
H -5.460 -2.615 3.094  0.079
H -5.069 -0.902 3.294  0.086
H -3.103 -3.223 3.765  0.131
H -2.706 -1.522 3.962  0.112
H -1.883 -2.232 -2.325  0.115
H -3.056 -3.468 -2.081  0.139
O 0.290 -2.964 -4.307  -0.367
S 1.459 -2.544 -5.084  0.431
O 2.504 -1.955 -4.257  -0.357
O 1.888 -3.425 -6.124  -0.290
C 0.696 -1.091 -5.883  -0.312
N 0.167 -1.103 -7.104  0.159
C -0.622 -0.086 -7.427  -0.075
C -0.997 0.913 -6.527  0.027
C -0.364 0.838 -5.304  -0.232
N 0.523 -0.103 -5.012  0.149
C -0.670 1.418 -3.979  -0.079
C 0.423 1.716 -3.154  0.040
C 0.314 1.499 -1.814  -0.104
N -0.838 1.052 -1.254  -0.059
C -1.950 1.029 -2.020  -0.087
C -1.915 1.243 -3.378  0.055
H -1.015 -0.082 -8.438  0.125
H -1.717 1.673 -6.793  0.119
H 1.391 1.914 -3.593  0.147
H 1.180 1.541 -1.174  0.077
H -2.866 0.733 -1.526  0.124
H -2.808 1.083 -3.967  0.141
C -2.847 2.600 0.804  -0.055
O -2.272 1.302 0.944  -0.337
H -2.794 3.108 1.767  0.100
H -3.888 2.488 0.506  0.106
H -2.298 3.169 0.054  0.096
C 2.321 4.810 2.033  0.019
C 1.376 3.682 2.245  -0.250
C 0.688 3.259 3.372  0.062
C -0.027 2.129 2.992  -0.307
N 0.209 1.855 1.694  -0.037
N 1.060 2.820 1.267  0.092
C -0.928 1.276 3.818  0.005
H 2.091 5.625 2.715  0.101
H 2.271 5.187 1.012  0.096
H 3.346 4.489 2.228  0.096
H 0.705 3.716 4.347  0.139
H 1.411 2.830 0.324  0.154
H -0.782 1.495 4.874  0.107
H -0.716 0.214 3.662  0.059
H -1.978 1.456 3.579  0.088

Energy above the lowest of the compared OMol25 structures with the same formula, charge and spin: 0.867 eV
Strongest force on any atom: 1.00 eV/A
Highest occupied orbital energy: -12.3 eV
Electronic energy: -97711.303 eV
Net charge: +2